C3H3N3O2 | the ωB97M-V functional and the def2-TZVPD basis

```
! RIJCOSX wB97M-V def2-TZVPD def2/J DEFGRID3
* xyz 0 1
N 2.19 -0.19 -0.12
C 0.83 -0.24 -0.06
N 0.22 1.04 -0.06
C -1.06 1.01 -0.03
C -1.87 -0.21 -0.05
O -3.08 -0.21 -0.03
O -1.16 -1.36 -0.06
N 0.25 -1.40 0.01
H 2.61 0.65 0.33
H 2.69 -1.04 0.09
H -1.62 1.94 0.00
*
```

## Properties
HOMO energy: -9.667 eV
strongest force on any atom: 1.25 eV/A
SMILES string: Nc1ncc(=O)on1
calculated total energy: -11723.09305 eV
ΔE to the lowest compared entry with this formula, charge and spin: 66.0 kcal per mole
Kohn-Sham gap: 8.84 eV